(1)
15
Properties=species:S:1:pos:R:3:forces:R:3 method="wB97M-V/def2-TZVPD" e_homo_ev="0.91 / -7.80" lumo_energy_ev="3.39 / 3.74" multiplicity=2 s2=0.75 total_charge=-1 relative_energy_kcal_mol=12.3 total_energy_ev=-10399.17371
O 1.76923 1.68465 2.30159 0.106 -0.036 -0.706
H 2.43682 1.47294 2.95408 0.392 -0.114 0.323
H 0.96443 1.79341 2.80824 -0.520 0.065 0.246
O -2.56359 -0.39938 1.03670 -0.601 -0.276 0.170
H -2.83700 0.46749 0.73669 0.042 0.237 -0.104
H -1.61727 -0.41540 0.89373 0.725 0.106 -0.126
O 0.45202 -0.38100 -0.00266 -0.635 -0.727 0.627
H 1.09479 0.05094 0.55993 0.326 0.309 0.483
H 0.48526 0.10833 -0.82465 0.209 0.672 -0.717
O 0.76886 1.09860 -2.34977 -0.765 0.287 0.441
H 0.54710 0.35981 -2.91655 -0.122 -0.466 -0.529
H 1.69123 1.27491 -2.53519 0.788 0.185 -0.052
O -0.79811 -2.63493 -0.99975 -0.220 -0.654 -0.383
H -0.64462 -1.79475 -0.56757 0.506 0.433 0.323
H -1.74922 -2.68567 -1.09486 -0.231 -0.021 0.005


(2)
58
Properties=species:S:1:pos:R:3:forces:R:3 method="wB97M-V/def2-TZVPD" e_homo_ev=-0.25 lumo_energy_ev=3.31 total_charge=-2 relative_energy_kcal_mol=1.2 total_energy_ev=-172423.06622
Be 10.51560 11.61589 10.00743 0.564 -2.679 0.067
S 15.35000 11.76444 14.56870 0.250 -0.048 -0.117
C 14.23405 11.38142 13.39108 -0.705 0.039 0.424
S 14.60231 11.00742 11.73334 -1.123 0.243 0.702
C 12.92786 10.77364 11.19475 -1.328 0.084 2.038
C 11.97270 10.78672 12.22538 1.053 0.599 -1.160
S 10.25744 10.69377 11.89605 0.029 0.430 0.236
S 12.50833 11.34189 13.80081 1.544 -0.568 -1.223
S 12.41418 10.75258 9.55718 0.229 0.161 -0.618
C 5.77493 10.56878 8.72360 -0.771 0.205 -0.223
Si 7.08406 9.77257 7.64164 2.608 0.014 1.066
C 6.31606 8.25085 6.84342 -0.977 -0.045 -1.108
C 7.47706 11.08498 6.35028 -1.643 -0.301 -0.202
As 9.00117 9.29900 8.87291 -0.314 0.278 0.174
Si 10.01908 7.79995 7.37717 -1.348 1.871 1.772
C 9.98376 8.33956 5.59225 0.335 -0.605 -0.718
C 9.12461 6.16002 7.64033 0.540 -0.807 -1.223
C 11.76860 7.56572 7.91199 1.504 -1.065 -0.442
H 5.30541 11.39719 8.14410 -0.057 -0.525 0.364
H 6.10573 10.97237 9.68277 0.213 -0.158 -0.109
H 5.05152 9.76292 8.91444 -0.203 0.411 0.130
H 5.37112 8.67123 6.41885 0.139 -0.584 0.159
H 6.07413 7.40510 7.52717 0.221 0.751 -0.354
H 6.86534 7.85453 5.95596 -0.171 0.287 0.761
H 6.46667 11.31437 5.97375 0.004 0.117 -0.523
H 8.04893 10.63387 5.54898 0.387 0.338 -0.201
H 7.86063 12.04541 6.69860 0.442 -0.465 0.087
H 8.97829 8.22052 5.14389 0.485 0.180 0.154
H 10.66720 7.61293 5.09547 -0.301 0.473 -0.221
H 10.36924 9.37183 5.44957 -0.290 -0.662 0.189
H 8.13142 6.17428 7.17026 0.296 -0.074 -0.039
H 8.98226 5.81782 8.66071 0.234 0.324 0.220
H 9.78649 5.41836 7.11821 -0.716 0.066 0.224
H 12.51574 8.28885 7.51581 -0.691 -0.250 0.298
H 12.03034 6.57190 7.44716 0.121 0.565 0.414
H 11.92721 7.47050 9.00224 -0.262 0.151 -0.510
O 10.66402 12.72475 4.52703 -0.047 0.011 1.802
Cl 10.88669 12.82012 5.99376 1.774 -0.351 -2.034
O 9.77832 13.51778 6.59595 -1.414 0.512 0.637
O 12.06162 13.64847 6.22160 -0.321 -0.582 0.008
O 11.04150 11.49738 6.55898 -0.231 1.033 -0.311
O 11.92171 14.17852 9.97057 -3.101 1.095 0.207
C 10.70163 14.14392 9.81029 0.642 -2.894 -1.089
O 9.98361 12.97362 9.66359 0.450 4.363 0.278
C 9.77368 15.41663 9.50298 3.588 1.212 -0.573
N 8.57251 15.00629 8.73376 -0.069 -1.014 -0.594
C 7.41633 15.24760 9.61463 -0.432 -0.739 1.487
C 7.77291 16.44722 10.47311 0.348 -0.029 -0.237
C 9.30413 16.27623 10.69472 -0.140 -0.471 1.113
H 10.46730 16.14396 8.90839 -1.393 -1.752 0.354
H 8.67457 13.99984 8.38885 0.295 0.670 0.700
H 8.47831 15.52160 7.87614 0.225 0.443 -0.532
H 7.35543 14.38777 10.28390 -0.117 -0.234 -0.318
H 6.47703 15.38570 9.09930 -0.017 -0.239 -0.456
H 7.20968 16.43610 11.40997 0.068 0.037 -0.187
H 7.45559 17.31697 9.88756 0.554 0.361 0.363
H 9.54086 15.71505 11.63261 -0.594 0.327 -0.588
H 9.85968 17.22582 10.82571 -0.367 -0.510 -0.519


(3)
22
Properties=species:S:1:pos:R:3:forces:R:3 method="wB97M-V/def2-TZVPD" e_homo_ev=-2.17 lumo_energy_ev=3.12 smiles=CCN(C)CCC[S-] total_charge=-1 relative_energy_kcal_mol=28.2 total_energy_ev=-18773.96383
C -1.33009 1.95511 1.94779 -0.466 -0.906 -1.359
C -0.09375 1.44814 1.18448 0.447 0.747 0.384
N -0.23249 0.65186 -0.03468 -0.544 -0.236 0.730
C -1.54986 0.51690 -0.61104 -0.515 1.173 -0.897
C 0.49207 -0.62840 0.01998 0.441 0.976 -1.180
C 0.86501 -1.18984 -1.36816 0.189 -0.478 1.297
C 2.02881 -2.20109 -1.13955 -0.309 0.429 -1.551
S 2.08788 -3.42972 -2.48594 0.260 -0.102 -0.185
H -2.13245 1.22869 1.81093 0.075 -0.453 0.715
H -1.06416 2.09567 2.98895 -0.303 0.269 0.088
H -1.81249 2.80393 1.47508 0.402 0.698 0.206
H 0.51980 2.31861 0.92297 0.011 0.169 0.101
H 0.50645 0.94158 1.94847 -0.010 -0.450 -0.341
H -1.46388 0.69347 -1.69123 0.070 -1.175 -0.157
H -2.11765 -0.38411 -0.33935 0.292 -0.171 -0.251
H -2.25025 1.35323 -0.45894 0.437 0.083 0.946
H -0.04769 -1.38463 0.59597 0.010 -0.133 0.297
H 1.46456 -0.37889 0.46369 -0.276 -0.297 0.351
H 1.20410 -0.36219 -1.99774 -0.013 -0.137 -0.039
H 0.04589 -1.70409 -1.86713 -0.112 0.037 0.040
H 1.95372 -2.78151 -0.22658 -0.184 0.380 0.488
H 2.92646 -1.56271 -1.13796 0.096 -0.424 0.315


(4)
137
Properties=species:S:1:pos:R:3:forces:R:3 method="wB97M-V/def2-TZVPD" e_homo_ev=-3.74 lumo_energy_ev=1.90 total_charge=-1 total_energy_ev=-78998.16194
C -0.84045 2.69035 1.67164 -1.769 0.355 0.562
C -0.02502 2.11889 0.52276 1.090 0.587 0.939
C 1.43608 2.61069 0.82087 0.027 -0.507 1.134
C 2.54077 1.82285 0.15553 -0.326 0.557 -2.237
C 2.39007 0.31817 0.22757 0.262 1.063 0.395
C 0.97038 -0.12169 -0.13405 0.526 -0.761 0.206
N -0.05297 0.66564 0.60338 0.587 -0.934 0.401
O -1.35598 0.07268 0.65812 0.425 0.617 -1.358
C 0.96301 -1.57363 0.36485 -0.773 -0.631 1.410
C 0.79168 -0.21749 -1.66385 -1.179 0.124 -0.791
C -0.39734 2.76596 -0.81895 -0.396 -0.899 -0.687
H -0.44685 2.54937 2.68053 0.514 -0.262 -0.237
H -1.84945 2.27486 1.74527 0.135 -0.406 -0.448
H -1.06847 3.75835 1.59345 0.601 0.146 -0.315
H 1.64265 2.54689 1.89513 -0.402 -0.098 0.122
H 1.48136 3.68179 0.60667 0.116 0.010 -0.273
H 3.53775 2.19400 0.40330 -0.007 -0.105 0.299
H 2.44060 2.03795 -0.92135 0.083 0.050 0.339
H 2.73187 0.03856 1.22876 -0.565 -0.493 0.133
H 3.06017 -0.15941 -0.49140 -0.162 0.331 0.770
H 1.11220 -1.53903 1.44857 -0.390 0.015 0.061
H 1.73979 -2.29020 0.07773 0.355 0.650 -0.858
H 0.02640 -2.10931 0.20793 -0.094 0.310 -0.084
H 1.55685 -0.75936 -2.23008 0.052 -0.259 0.461
H 0.60214 0.67154 -2.27321 0.200 0.397 0.526
H -0.12452 -0.80039 -1.79946 0.100 -0.099 -0.120
H -0.77569 3.78754 -0.79710 0.409 0.152 0.319
H -1.16010 2.19172 -1.35416 -0.017 -0.129 0.123
H 0.50605 2.67433 -1.42775 -0.204 0.310 -0.305
C -2.03732 -3.18940 -3.30168 -0.566 0.972 -0.371
O -1.88269 -2.68128 -1.99930 0.800 -1.195 0.828
H -1.57215 -2.51142 -4.02311 -0.320 0.112 -0.183
H -1.56973 -4.15392 -3.50147 0.174 -0.095 0.833
H -3.10945 -3.30840 -3.48089 0.035 0.033 -0.512
H -2.09319 -1.74228 -1.89234 -0.326 0.189 -0.552
C -2.95185 5.44954 -0.28126 0.316 -0.730 -0.386
O -2.24080 6.34470 -1.13098 0.068 -0.294 0.247
H -2.95123 4.44924 -0.72559 -0.506 0.039 -0.201
H -2.41421 5.23853 0.64382 -0.165 0.761 0.292
H -3.97295 5.80735 -0.15738 -0.006 -0.139 0.387
H -2.20969 5.87743 -1.96921 0.061 0.530 -0.124
C 1.08294 -4.27482 3.29163 0.964 1.430 0.101
O -0.07796 -3.94457 2.61328 -1.096 -0.413 0.664
H 1.92397 -3.83655 2.73635 0.424 -0.601 0.046
H 1.09818 -3.71983 4.23585 -0.400 0.150 -0.028
H 1.28760 -5.30163 3.62103 -0.315 -0.376 -0.761
H -0.10249 -4.08171 1.65907 0.471 -0.348 0.015
C 2.89503 4.10852 -3.70899 0.572 -1.440 0.731
C 3.09675 2.57675 -3.37509 -0.751 0.762 -0.629
O 4.10375 1.98096 -4.14981 0.739 0.164 -0.120
O 1.71976 4.53919 -3.06014 -0.749 0.510 -0.599
H 2.83363 4.20524 -4.79462 -0.528 -0.041 -0.031
H 3.69595 4.79786 -3.42915 0.408 -0.491 0.292
H 2.15501 2.09093 -3.66429 -0.299 0.246 0.070
H 3.18681 2.36605 -2.30597 0.538 0.458 -0.305
H 4.44605 1.22021 -3.66745 -0.044 -0.058 0.123
H 1.50496 4.01545 -2.28209 0.246 -0.101 -0.005
C -0.05010 -5.18012 -1.13850 0.081 -0.359 0.266
C 1.02812 -6.00465 -0.46051 -0.766 -0.634 0.936
O 2.02165 -5.21399 0.16764 0.248 0.299 -0.792
O -0.79264 -4.56288 -0.10657 0.222 0.369 -0.462
H -0.75205 -5.77975 -1.72759 0.304 -0.418 -0.107
H 0.46588 -4.52379 -1.85336 -0.254 0.583 0.205
H 1.43751 -6.78582 -1.11090 0.164 0.225 -0.203
H 0.55909 -6.50559 0.39146 -0.126 -0.231 -0.207
H 2.28203 -4.56023 -0.49532 0.196 0.157 0.179
H -1.36623 -3.89124 -0.51079 0.023 0.123 0.068
C -1.42985 5.18139 -4.22039 -0.868 -1.802 -0.090
C -2.89296 5.53940 -4.55205 -0.874 0.422 -0.330
O -3.17516 6.92352 -4.46812 0.061 0.633 0.219
O -1.33567 3.82220 -4.65705 0.025 -0.356 -0.481
H -1.27461 5.12024 -3.14188 0.224 0.624 0.015
H -0.63367 5.76354 -4.68427 -0.393 0.504 -0.024
H -3.66174 5.08054 -3.92181 0.785 -0.219 0.742
H -3.28563 5.16584 -5.50565 1.055 -0.128 -0.391
H -2.87130 7.37341 -5.26008 0.124 -0.089 -0.007
H -0.42109 3.52698 -4.68384 0.095 0.216 0.259
C -5.00348 -1.93292 2.07972 -0.829 -0.759 -1.007
C -4.00584 -2.63737 1.17833 -0.140 0.710 -0.130
O -2.68660 -2.51480 1.66839 -0.543 -0.498 -0.881
O -5.04569 -2.65151 3.31735 -0.339 0.951 0.140
H -5.97874 -1.98163 1.56823 -0.184 -0.453 0.033
H -4.90214 -0.85313 2.14521 0.895 -0.156 0.761
H -4.11392 -2.28231 0.14516 0.172 0.343 -0.018
H -4.38058 -3.66553 1.10644 0.562 -0.358 0.310
H -2.21767 -1.94735 1.03724 0.296 0.389 0.511
H -5.70236 -3.34182 3.20089 0.069 -0.056 0.043
C 1.15384 -0.75099 5.29254 -0.415 -0.342 0.225
C 0.52169 -0.00050 4.08307 1.186 -0.295 -0.916
O -0.34033 -0.76960 3.27963 -0.032 0.153 1.101
O 0.31905 -1.80458 5.75373 -0.268 0.025 -0.009
H 1.33808 -0.07299 6.13556 -0.148 0.459 -0.243
H 2.14314 -1.18270 5.09367 -0.005 0.087 -0.641
H 1.36175 0.25223 3.41956 0.382 0.272 0.234
H 0.14410 0.98212 4.38435 -0.600 -0.167 0.313
H -0.45878 -0.31570 2.42218 -0.180 -0.077 -0.029
H 0.69068 -2.13011 6.57766 0.010 -0.040 -0.022
C -3.12006 1.13761 4.16969 1.407 -1.239 -0.843
C -2.60799 1.31081 5.59417 -1.820 -0.171 0.590
O -2.11903 0.08068 6.09374 0.844 0.147 -0.468
O -3.71896 -0.14307 4.01235 -0.918 0.988 0.402
H -2.29896 1.07909 3.45024 0.143 0.311 0.213
H -3.80525 1.92245 3.83573 0.124 0.281 0.347
H -3.50767 1.47269 6.21000 -0.029 0.742 -0.019
H -1.95432 2.18367 5.68161 0.295 -0.175 0.004
H -1.72587 0.23258 6.95610 0.060 0.036 -0.014
H -4.62230 0.02611 4.30741 -0.096 -0.801 0.046
C -4.81563 1.35602 -2.62271 1.552 0.108 -1.620
C -4.09526 0.47707 -1.61819 -0.784 -1.408 0.423
O -2.75868 0.06500 -1.95090 -0.179 1.327 -0.393
O -4.06300 2.57615 -2.77074 -0.306 -0.199 0.631
H -5.86302 1.58325 -2.42710 0.133 -0.070 0.591
H -4.78131 0.90136 -3.62265 -0.194 -0.353 0.136
H -4.56805 -0.50503 -1.53176 -0.898 0.360 0.275
H -4.14974 1.01064 -0.66676 0.394 -0.248 0.219
H -2.20805 0.27102 -1.16550 0.417 -0.176 0.791
H -3.19151 2.30199 -2.45417 0.243 0.443 -0.354
C 5.61734 -1.55175 1.55371 -1.677 -0.948 0.178
C 4.97375 -2.92469 1.54537 -0.364 -1.207 -1.225
O 5.92954 -3.97493 1.74975 0.280 0.373 0.453
O 5.77619 -1.15237 2.91254 1.386 0.536 -0.630
H 4.99411 -0.86907 0.96738 -0.443 0.202 0.488
H 6.48020 -1.61176 0.88814 0.931 0.122 1.132
H 4.54443 -3.17515 0.56511 -0.229 0.573 -0.035
H 4.13763 -3.04647 2.24033 0.117 0.458 0.268
H 5.42083 -4.78890 1.79840 0.058 -0.069 0.038
H 4.92745 -1.14489 3.36208 -0.196 -0.088 -0.343
C 4.46877 -2.71154 -2.72047 0.581 0.048 -0.850
C 4.96827 -1.57529 -1.83603 -0.059 -0.363 0.363
O 4.18979 -0.42573 -2.03983 0.218 0.754 -1.075
O 3.06821 -2.88635 -2.54170 0.088 0.006 0.007
H 4.97384 -3.67717 -2.63844 0.119 0.094 0.787
H 4.71335 -2.43858 -3.75376 -0.369 0.254 -0.076
H 5.98640 -1.27015 -2.08379 0.084 -0.363 -0.058
H 4.93995 -1.83199 -0.77065 -0.037 -0.188 -0.389
H 3.25579 -0.65439 -2.13860 0.144 -0.281 0.065
H 2.64340 -2.74053 -3.39029 -0.178 -0.052 0.068


(5)
62
Properties=species:S:1:pos:R:3:forces:R:3 method="wB97M-V/def2-TZVPD" e_homo_ev="-10.71 / -10.71" lumo_energy_ev="-5.10 / -5.10" total_charge=+1 relative_energy_kcal_mol=62.8 total_energy_ev=-71713.54721
Au -0.19368 -0.10290 -0.98614 0.178 -0.780 -1.328
C -2.23194 -5.41881 4.87730 -0.004 -0.024 0.035
C -1.57211 -4.26122 4.18710 -0.001 0.033 -0.033
C -0.80080 -3.34712 4.89808 0.024 -0.044 -0.001
C -0.20280 -2.26790 4.26602 -0.113 0.031 -0.010
C -0.37906 -2.11523 2.89869 -0.428 0.213 0.103
C -1.14252 -3.01732 2.15850 0.091 0.041 -0.065
C -1.73197 -4.07974 2.80880 -0.009 -0.061 0.058
S 0.39626 -0.77047 2.10494 1.150 -0.869 0.525
O 1.12278 -1.28043 0.98291 0.364 -0.335 -0.008
O 1.09647 0.01612 3.07826 -0.350 0.347 -0.007
N -0.90741 0.05757 1.42602 -0.113 -0.073 -0.399
C -1.16398 1.22566 1.88891 -1.256 -2.114 2.956
C -0.69048 2.65644 0.64197 1.020 4.491 -1.522
O -0.54562 3.59596 1.32498 -0.109 -0.372 2.110
O -0.71720 2.29204 -0.45760 -0.867 -1.685 -1.515
H -1.87654 -5.52663 5.90010 0.003 0.004 -0.002
H -2.04002 -6.35223 4.34792 0.004 0.010 -0.014
H -3.31403 -5.27964 4.91119 0.001 0.008 -0.014
H -0.66248 -3.48144 5.96319 0.008 -0.004 -0.002
H 0.39508 -1.55645 4.81837 -0.010 0.006 -0.005
H -1.24828 -2.90043 1.08642 0.017 0.030 0.008
H -2.31834 -4.79382 2.24372 0.000 0.003 -0.001
H -0.65666 1.54050 2.79745 0.381 0.455 -0.223
H -2.21803 1.50519 1.83507 0.125 0.635 -0.709
C 3.14519 -0.65041 -1.32181 0.398 0.348 -0.255
P 1.90758 0.64425 -1.52239 -1.080 -0.415 0.308
C 1.72981 1.08913 -3.25905 0.378 0.097 -0.025
C 0.73896 2.01215 -3.60446 0.077 -0.003 -0.144
C 0.54477 2.34919 -4.93280 -0.003 0.006 0.081
C 1.32509 1.75991 -5.92005 -0.025 0.034 -0.100
C 2.29803 0.83565 -5.58265 0.024 -0.075 0.030
C 2.50265 0.49508 -4.25122 0.029 0.126 -0.011
C 2.41925 2.07629 -0.55749 0.268 0.036 -0.173
C 2.69260 1.88043 0.79806 -0.025 0.123 0.029
C 3.06957 2.95498 1.58862 -0.051 -0.075 -0.019
C 3.17208 4.22255 1.03268 0.033 0.073 0.079
C 2.89895 4.42022 -0.31074 -0.083 -0.046 -0.085
C 2.51799 3.35041 -1.11208 0.100 0.022 0.160
H 4.09982 -0.29391 -1.71463 0.056 -0.142 0.058
H 2.83540 -1.55679 -1.83729 -0.062 0.022 -0.031
H 3.24222 -0.86832 -0.26199 -0.025 0.001 0.029
H 0.12901 2.46827 -2.83497 -0.037 -0.020 0.014
H -0.21485 3.07234 -5.19939 0.003 -0.009 -0.004
H 1.17122 2.02443 -6.95796 -0.002 0.002 0.005
H 2.90391 0.37845 -6.35355 -0.009 -0.007 0.005
H 3.26871 -0.22602 -3.99734 0.001 0.005 0.007
H 2.60062 0.89995 1.24743 0.054 -0.003 -0.041
H 3.27463 2.79856 2.63963 0.008 0.005 -0.011
H 3.46276 5.06110 1.65182 0.007 -0.008 -0.003
H 2.97899 5.40937 -0.74197 0.003 -0.006 0.004
H 2.31121 3.51385 -2.16012 0.021 -0.017 -0.038
C -3.85192 -0.17483 -0.16141 -0.169 0.086 -0.079
S -3.38962 -1.46294 -1.30062 0.387 -0.155 -0.073
C -4.44527 -1.02696 -2.66523 -0.107 0.047 0.037
O -1.99575 -1.10925 -1.79911 -0.287 -0.014 0.301
H -4.88807 -0.33574 0.13794 0.015 0.049 0.010
H -3.72273 0.79492 -0.64396 -0.001 -0.002 0.019
H -3.19439 -0.27523 0.69641 0.000 -0.043 0.059
H -5.47922 -1.22110 -2.37877 0.003 0.018 -0.032
H -4.16476 -1.66936 -3.49690 -0.004 0.012 -0.004
H -4.29109 0.02171 -2.91482 0.002 -0.017 -0.043